{"formula": "C18H48NaO6", "method": "wB97M-V/def2-TZVPD", "lumo_ev": -2.36, "gap_ev": 10.508, "charge": 1, "homo_ev": -12.9, "spin_multiplicity": 1, "species": ["Na", "O", "O", "O", "O", "O", "O", "C", "C", "C", "C", "C", "C", "C", "C", "C", "C", "C", "C", "C", "C", "C", "C", "C", "C", "H", "H", "H", "H", "H", "H", "H", "H", "H", "H", "H", "H", "H", "H", "H", "H", "H", "H", "H", "H", "H", "H", "H", "H", "H", "H", "H", "H", "H", "H", "H", "H", "H", "H", "H", "H", "H", "H", "H", "H", "H", "H", "H", "H", "H", "H", "H", "H"], "coordinates": [[10.093, 11.413, -22.913], [12.539, 11.675, -24.128], [8.751, 10.121, -21.202], [11.287, 9.250, -22.798], [10.374, 13.494, -21.445], [8.642, 12.412, -24.767], [8.600, 15.244, -25.203], [9.078, 7.921, -20.238], [10.203, 14.821, -20.920], [11.450, 15.650, -21.140], [10.251, 17.001, -24.898], [10.915, 14.566, -25.030], [13.919, 13.307, -22.935], [9.799, 14.770, -19.453], [13.504, 11.840, -23.071], [7.896, 11.579, -25.669], [12.288, 8.398, -24.824], [11.580, 8.051, -23.520], [12.387, 7.089, -22.691], [8.523, 11.635, -27.055], [9.966, 15.650, -25.527], [7.929, 10.186, -25.115], [8.472, 8.708, -21.361], [14.691, 10.903, -23.223], [6.968, 8.482, -21.485], [10.534, 14.174, -18.900], [11.137, 13.119, -20.990], [8.809, 14.340, -19.323], [10.495, 14.077, -24.150], [8.720, 12.677, -27.329], [11.946, 14.867, -24.850], [13.383, 7.486, -22.472], [9.383, 15.254, -21.500], [13.330, 8.674, -24.642], [7.855, 11.257, -27.832], [14.528, 13.612, -23.789], [9.963, 15.690, -26.613], [9.022, 6.854, -20.452], [6.866, 11.935, -25.768], [11.408, 16.613, -20.634], [8.452, 10.373, -20.323], [11.782, 9.221, -25.324], [14.528, 13.450, -22.039], [8.416, 15.534, -24.301], [14.420, 9.870, -23.008], [11.658, 15.810, -22.199], [8.472, 13.347, -24.994], [9.463, 17.715, -25.134], [7.602, 10.168, -24.067], [10.303, 16.873, -23.813], [7.291, 9.512, -25.681], [11.911, 6.847, -21.736], [10.638, 7.568, -23.810], [9.825, 15.767, -19.016], [6.495, 8.491, -20.501], [8.942, 8.433, -22.303], [11.721, 9.237, -21.940], [8.616, 8.126, -19.272], [12.972, 11.562, -22.149], [12.325, 15.124, -20.732], [13.036, 13.933, -22.829], [6.781, 7.491, -21.904], [13.000, 11.903, -24.942], [12.317, 7.531, -25.486], [15.090, 10.942, -24.240], [11.196, 17.397, -25.264], [8.963, 9.821, -25.104], [9.460, 11.078, -27.102], [10.143, 8.168, -20.150], [15.474, 11.190, -22.522], [6.516, 9.237, -22.124], [10.969, 13.771, -25.783], [12.517, 6.142, -23.218]], "forces_ev_per_angstrom": [[-0.211, 0.062, -0.291], [0.199, 0.057, 0.498], [0.267, -0.068, -0.196], [-0.238, 0.474, 0.210], [0.119, -0.420, -0.209], [-0.245, -0.165, 0.220], [0.284, -0.047, -0.134], [0.839, -0.199, 0.034], [-0.324, 0.449, 0.159], [0.596, -0.262, -0.004], [-0.158, -0.161, -0.221], [0.002, -0.766, -0.677], [0.067, -0.431, 0.109], [0.382, -0.059, -0.080], [-0.095, 0.262, 0.301], [0.313, 0.173, -0.539], [0.263, -0.075, 0.134], [0.192, -0.308, -0.770], [0.195, -0.318, 0.401], [-0.039, 0.402, -0.330], [-0.418, -0.086, 0.619], [0.066, -0.211, 0.813], [-0.679, 0.344, -0.212], [-0.084, -0.033, 0.046], [0.228, -0.246, 0.171], [-0.113, -0.028, 0.016], [0.027, 0.099, 0.113], [-0.013, -0.064, 0.036], [0.223, 0.293, 0.218], [0.056, -0.088, 0.071], [-0.113, 0.358, 0.096], [-0.035, 0.036, -0.083], [-0.012, -0.130, -0.035], [-0.131, 0.158, 0.021], [-0.035, -0.194, 0.148], [-0.143, 0.122, -0.047], [0.100, 0.181, -0.061], [-0.148, -0.041, 0.136], [-0.028, 0.078, 0.331], [-0.166, 0.042, -0.061], [-0.068, 0.136, 0.023], [0.010, 0.003, -0.063], [0.033, -0.074, -0.029], [-0.012, 0.057, -0.042], [-0.064, 0.017, -0.084], [-0.112, 0.022, 0.002], [0.219, -0.051, 0.033], [0.009, 0.012, -0.017], [-0.187, 0.074, -0.185], [0.079, 0.149, 0.012], [0.111, -0.107, -0.085], [-0.111, 0.085, -0.067], [-0.154, 0.203, 0.336], [-0.162, 0.032, -0.036], [-0.062, 0.194, -0.026], [0.136, 0.112, -0.020], [0.016, -0.259, -0.036], [-0.178, -0.014, -0.017], [-0.061, -0.018, -0.163], [-0.123, 0.062, 0.053], [0.001, 0.092, -0.225], [-0.040, 0.046, -0.071], [-0.152, 0.030, -0.218], [-0.163, -0.007, 0.001], [0.072, 0.081, 0.042], [0.078, 0.025, 0.115], [-0.056, -0.127, -0.261], [0.039, 0.027, 0.072], [-0.125, -0.048, 0.026], [0.080, -0.001, -0.070], [-0.058, -0.032, -0.018], [-0.024, 0.014, 0.113], [0.035, 0.073, -0.051]], "lowdin_charge": [0.4367, -0.0619, -0.0707, -0.0789, -0.0706, -0.0827, -0.0730, -0.0478, -0.4680, -0.0492, -0.0409, -0.0555, -0.0394, -0.0384, -0.4726, -0.4623, -0.0386, -0.4726, -0.0414, -0.0402, -0.4292, -0.0409, -0.4786, -0.0359, -0.0371, 0.0890, 0.0892, 0.0827, 0.0590, 0.0809, 0.0802, 0.0869, 0.1382, 0.0716, 0.0878, 0.0949, 0.1408, 0.0955, 0.1470, 0.0912, 0.1026, 0.0723, 0.0898, 0.0925, 0.0613, 0.0600, 0.0575, 0.0887, 0.0709, 0.0693, 0.0984, 0.0804, 0.1367, 0.0870, 0.0860, 0.1143, 0.0947, 0.0903, 0.1250, 0.0886, 0.0441, 0.0906, 0.1015, 0.0911, 0.0957, 0.0909, 0.0800, 0.0809, 0.0749, 0.0891, 0.0729, 0.0801, 0.0967]}